A structure of composition C60H54GeN6NaP2Se4 at a distorted geometry. Source: OMol25; level of theory: wB97M-V/def2-TZVPD.

The geometry in XYZ format:
```
128
Properties=species:S:1:pos:R:3:lowdin_charge:R:1
Na -0.302 -0.169 0.084 -0.19
C 0.331 -0.724 4.634 -0.39
Se 1.015 -0.908 2.817 0.94
C 2.383 0.512 2.875 -0.53
C 3.451 0.352 1.811 -0.52
Se 2.783 -0.201 0.030 0.92
C 3.273 -2.085 0.156 -0.39
H -0.134 0.250 4.768 0.02
H 1.143 -0.867 5.345 0.02
H -0.409 -1.511 4.758 0.02
H 2.822 0.496 3.879 0.08
H 1.852 1.458 2.736 0.03
H 4.194 -0.399 2.089 0.06
H 3.963 1.309 1.674 0.06
H 4.342 -2.157 0.348 0.03
H 3.038 -2.537 -0.803 0.01
H 2.702 -2.569 0.947 0.00
Se -0.052 0.053 -7.318 0.27
P -1.555 0.143 -5.868 0.50
C -2.506 1.679 -6.062 -0.35
C -3.451 1.761 -7.080 -0.09
C -4.062 2.970 -7.354 -0.07
C -3.722 4.100 -6.626 -0.08
C -2.756 4.022 -5.637 -0.08
C -2.141 2.815 -5.356 -0.08
C -2.789 -1.198 -6.001 -0.34
C -2.348 -2.438 -6.444 -0.11
C -3.232 -3.495 -6.538 -0.09
C -4.562 -3.318 -6.192 -0.09
C -5.006 -2.076 -5.768 -0.07
C -4.124 -1.014 -5.667 -0.10
C -0.946 0.057 -4.188 -0.42
C -1.496 -0.054 -2.894 -0.42
N -0.455 -0.071 -2.045 -0.09
N 0.647 0.008 -2.756 -0.07
N 0.383 0.086 -4.025 0.00
P -3.093 -0.311 -2.160 0.62
Se -3.135 -0.292 -0.052 0.45
C -4.156 1.044 -2.758 -0.33
C -3.644 2.319 -2.534 -0.11
C -4.381 3.433 -2.883 -0.08
C -5.630 3.284 -3.466 -0.07
C -6.150 2.017 -3.667 -0.07
C -5.423 0.895 -3.306 -0.10
C -3.687 -1.957 -2.652 -0.35
C -2.799 -2.894 -3.168 -0.08
C -3.210 -4.201 -3.354 -0.08
C -4.503 -4.577 -3.028 -0.08
C -5.385 -3.646 -2.503 -0.07
C -4.976 -2.343 -2.298 -0.11
H -3.690 0.880 -7.662 0.11
H -4.795 3.035 -8.144 0.10
H -4.195 5.046 -6.848 0.10
H -2.469 4.905 -5.089 0.09
H -1.363 2.752 -4.606 0.09
H -1.309 -2.548 -6.723 0.07
H -2.891 -4.460 -6.881 0.11
H -5.252 -4.146 -6.253 0.11
H -6.046 -1.940 -5.512 0.11
H -4.469 -0.042 -5.343 0.08
H -2.665 2.426 -2.076 0.09
H -3.970 4.416 -2.712 0.11
H -6.199 4.153 -3.761 0.11
H -7.125 1.896 -4.116 0.11
H -5.832 -0.093 -3.463 0.09
H -1.792 -2.599 -3.433 0.11
H -2.521 -4.934 -3.746 0.11
H -4.819 -5.600 -3.168 0.11
H -6.387 -3.945 -2.232 0.11
H -5.644 -1.623 -1.845 0.10
C 3.443 4.868 2.902 -0.09
C 2.297 4.460 3.566 -0.09
C 1.245 3.910 2.855 -0.16
C 1.314 3.766 1.472 -0.33
C 2.473 4.168 0.821 -0.10
C 3.529 4.716 1.528 -0.08
Ge -0.220 2.945 0.463 1.16
C -1.821 3.968 1.125 -0.31
C -3.112 3.514 0.896 -0.13
C -4.204 4.226 1.355 -0.08
C -4.020 5.383 2.091 -0.09
C -2.737 5.842 2.335 -0.09
C -1.648 5.146 1.844 -0.12
C 0.116 3.522 -1.415 -0.32
C 1.128 2.923 -2.153 -0.15
C 1.422 3.367 -3.430 -0.07
C 0.720 4.430 -3.974 -0.09
C -0.284 5.039 -3.237 -0.10
C -0.599 4.573 -1.973 -0.11
H 4.266 5.303 3.450 0.10
H 2.226 4.570 4.640 0.10
H 0.348 3.592 3.375 0.11
H 2.536 4.066 -0.255 0.09
H 4.420 5.030 1.001 0.10
H -3.272 2.585 0.362 0.02
H -5.203 3.872 1.148 0.10
H -4.874 5.928 2.472 0.10
H -2.589 6.744 2.912 0.10
H -0.648 5.521 2.018 0.09
H 1.677 2.088 -1.731 0.06
H 2.198 2.878 -3.998 0.11
H 0.951 4.775 -4.971 0.11
H -0.817 5.883 -3.652 0.10
H -1.397 5.041 -1.407 0.10
N 0.226 -7.466 -1.195 0.17
C 0.164 -8.771 -0.787 -0.19
C 0.563 -9.966 -1.366 -0.03
C 0.386 -11.113 -0.621 -0.10
C -0.183 -11.080 0.656 -0.10
C -0.595 -9.901 1.234 -0.01
C -0.412 -8.726 0.507 -0.23
N -0.674 -7.430 0.842 0.18
C -0.283 -6.701 -0.172 -0.27
C -0.306 -5.253 -0.165 -0.13
C 0.312 -4.471 -1.141 0.01
C 0.327 -3.097 -0.985 -0.15
N -0.189 -2.472 0.062 0.03
C -0.802 -3.210 0.976 -0.16
C -0.908 -4.584 0.906 0.02
H 0.574 -7.138 -2.080 0.15
H 1.010 -9.998 -2.348 0.11
H 0.705 -12.062 -1.027 0.10
H -0.288 -12.008 1.199 0.10
H -1.032 -9.870 2.219 0.11
H 0.801 -4.911 -1.996 0.11
H 0.795 -2.461 -1.722 0.10
H -1.215 -2.663 1.815 0.09
H -1.416 -5.155 1.663 0.11
```

Properties
- charge = 0
- <S²> = 0.75
- multiplicity = 2
- largest force on an atom (eV Å⁻¹) = 1.843
- HOMO-LUMO gap (alpha / beta) (eV) = 7.1 / 5.7
- relative energy (zero: lowest compared OMol25 entry of this formula, charge and spin) (kJ/mol) = 52.97

---

A cluster of 2 separate species, C3H3N3O2 in total at a distorted geometry. Source: OMol25; level of theory: wB97M-V/def2-TZVPD.

The geometry in XYZ format:
```
11
Properties=species:S:1:pos:R:3:nbo_charge:R:1
C -2.134 -0.436 -0.211 0.85
C 0.405 1.304 0.185 0.55
C 2.047 -0.148 -0.729 0.41
N -2.462 -0.467 0.931 -0.76
N -0.321 1.533 1.023 -0.42
N 2.033 -1.099 0.061 -0.61
O -1.640 -0.521 -1.250 -0.52
O 1.149 0.973 -0.761 -0.49
H 2.782 -0.107 -1.409 0.18
H 1.316 -1.184 0.758 0.37
H -3.174 0.152 1.402 0.44
```

Properties
- charge = 0
- largest force on an atom (eV Å⁻¹) = 4.359
- HOMO-LUMO gap (eV) = 11.5
- relative energy (zero: lowest compared OMol25 entry of this formula, charge and spin) (kJ/mol) = 306.94

---

An isolated molecule of C3H4ClFN2 at a distorted geometry. Source: OMol25; level of theory: wB97M-V/def2-TZVPD.

The geometry in XYZ format:
```
11
Properties=species:S:1:pos:R:3:nbo_charge:R:1
C 0.520 -0.942 -0.469 -0.06
C -0.780 -0.716 0.139 -0.40
C -1.562 0.330 -0.208 0.50
H 1.060 1.135 1.275 0.31
H 2.526 1.304 0.558 0.37
H 0.842 -1.759 -1.206 0.22
H -1.192 -1.589 0.489 0.24
N 1.664 0.909 0.300 -0.60
N 1.582 -0.246 -0.284 -0.20
F -1.230 1.541 -0.630 -0.28
Cl -3.430 0.034 0.037 -0.10
```

Properties
- charge = 0
- largest force on an atom (eV Å⁻¹) = 6.761
- HOMO-LUMO gap (eV) = 9.4
- relative energy (zero: lowest compared OMol25 entry of this formula, charge and spin) (kJ/mol) = 271.35

---

A structure of composition C21H16Cl3N6O2S2Se2Sr at a distorted geometry. Source: OMol25; level of theory: wB97M-V/def2-TZVPD.

The geometry in XYZ format:
```
53
Properties=species:S:1:pos:R:3:nbo_charge:R:1
Sr -0.319 0.295 -1.055 1.80
Se -3.846 -1.135 0.608 0.21
Se -2.163 -0.022 1.831 0.18
C -2.426 1.772 1.114 0.05
C -2.614 2.800 2.021 -0.25
C -2.780 4.081 1.516 -0.13
C -2.773 4.274 0.144 -0.24
C -2.574 3.173 -0.675 0.05
N -2.390 1.938 -0.202 -0.55
C -2.775 -2.416 -0.352 0.04
C -3.294 -3.708 -0.385 -0.26
C -2.623 -4.678 -1.111 -0.13
C -1.446 -4.333 -1.755 -0.24
C -1.005 -3.026 -1.652 0.05
N -1.658 -2.071 -0.984 -0.55
H -2.643 2.610 3.084 0.24
H -2.924 4.915 2.189 0.24
H -2.910 5.254 -0.288 0.24
H -2.550 3.282 -1.754 0.21
H -4.192 -3.952 0.165 0.24
H -3.009 -5.688 -1.150 0.24
H -0.870 -5.051 -2.319 0.24
H -0.091 -2.715 -2.148 0.21
Cl -5.835 1.315 -2.097 0.11
C -5.059 0.241 -3.253 -0.23
Cl -5.373 0.768 -4.922 0.10
Cl -5.583 -1.433 -3.017 0.09
C -3.611 0.292 -3.038 0.30
N -2.479 0.331 -2.875 -0.36
N 5.462 0.264 5.161 -0.78
C 4.671 0.394 4.052 0.21
C 3.277 0.330 4.154 -0.27
C 2.486 0.505 3.037 -0.17
C 3.064 0.746 1.803 -0.35
C 4.449 0.811 1.684 -0.15
C 5.244 0.638 2.795 -0.27
S 2.104 0.930 0.355 2.27
O 0.766 1.403 0.788 -1.06
O 2.790 1.821 -0.546 -0.95
N 1.880 -0.519 -0.315 -1.08
C 2.265 -0.706 -1.660 0.18
S 3.827 -1.222 -2.073 0.50
C 3.394 -1.217 -3.729 -0.46
C 2.098 -0.839 -3.858 -0.04
N 1.438 -0.556 -2.690 -0.63
H 5.067 -0.107 6.006 0.39
H 6.447 0.113 5.038 0.39
H 2.814 0.154 5.117 0.22
H 1.408 0.462 3.130 0.23
H 4.902 1.018 0.724 0.24
H 6.320 0.707 2.703 0.22
H 4.074 -1.480 -4.519 0.26
H 1.571 -0.756 -4.796 0.22
```

Properties
- charge = +1
- largest force on an atom (eV Å⁻¹) = 2.198
- HOMO-LUMO gap (eV) = 7.1
- relative energy (zero: lowest compared OMol25 entry of this formula, charge and spin) (kJ/mol) = 53.33

---

A cluster of 4 separate species, C33H74N4O4P3S2 in total at a distorted geometry. Source: OMol25; level of theory: wB97M-V/def2-TZVPD.

The geometry in XYZ format:
```
120
Properties=species:S:1:pos:R:3:lowdin_charge:R:1
C -5.928 1.050 0.716 -0.12
C -6.819 2.194 0.105 -0.25
C -6.102 3.012 -1.038 -0.22
C -6.233 2.290 -2.424 -0.21
C -5.790 3.169 -3.639 -0.21
C -4.241 3.245 -3.858 -0.21
C -3.644 1.966 -4.592 -0.18
C -3.149 0.981 -3.473 -0.22
C -2.034 -0.044 -3.934 -0.18
C -0.932 -0.164 -2.818 -0.22
C -1.232 -1.277 -1.762 -0.18
C -2.225 -0.828 -0.627 -0.20
C -1.516 -0.387 0.689 -0.19
C -0.818 -1.558 1.478 -0.19
C -1.196 -1.617 2.993 -0.29
C -0.352 -2.577 3.954 -0.37
P 1.437 -2.928 3.494 0.40
S 1.648 -3.888 1.794 0.20
C -0.199 -1.680 5.305 -0.45
P -1.200 -2.555 6.673 0.35
S -0.272 -4.185 7.231 0.19
N -0.507 -0.218 5.027 -0.08
C 0.815 0.504 4.984 -0.11
C 0.849 1.745 4.035 -0.17
C 2.235 2.527 4.115 -0.17
C 1.905 4.013 4.547 -0.21
C 1.643 4.969 3.323 -0.23
C 0.124 5.395 3.200 -0.12
C -1.359 -0.268 3.802 -0.28
P -3.171 -0.318 4.419 0.80
O -3.643 1.141 4.380 -0.46
H -4.994 0.839 0.148 0.05
H -5.634 1.271 1.774 0.06
H -6.521 0.107 0.764 0.07
H -7.037 2.912 0.932 0.10
H -7.813 1.804 -0.223 0.10
H -6.580 4.022 -1.050 0.11
H -5.043 3.138 -0.706 0.11
H -5.708 1.313 -2.340 0.09
H -7.324 2.068 -2.550 0.11
H -6.318 2.883 -4.581 0.11
H -6.133 4.213 -3.418 0.11
H -4.034 4.151 -4.482 0.11
H -3.746 3.429 -2.878 0.10
H -4.480 1.476 -5.135 0.11
H -2.824 2.300 -5.270 0.11
H -2.688 1.612 -2.673 0.09
H -3.964 0.400 -2.989 0.09
H -1.608 0.338 -4.893 0.10
H -2.502 -1.028 -4.169 0.11
H -0.687 0.806 -2.330 0.10
H 0.001 -0.492 -3.352 0.11
H -0.311 -1.667 -1.260 0.11
H -1.694 -2.139 -2.291 0.11
H -2.814 0.049 -1.000 0.09
H -2.990 -1.617 -0.412 0.12
H -0.731 0.386 0.498 0.12
H -2.294 0.122 1.324 0.10
H 0.278 -1.509 1.305 0.06
H -1.166 -2.513 1.016 0.12
H -2.200 -2.097 2.982 0.10
H -0.872 -3.522 4.248 0.11
H 2.251 -1.760 3.516 -0.01
H 1.957 -3.800 4.511 0.01
H 0.834 -1.930 5.632 0.07
H -2.435 -2.922 6.070 -0.01
H -1.424 -1.635 7.738 0.00
H -1.095 0.229 5.743 0.16
H 0.995 0.887 6.022 0.16
H 1.682 -0.135 4.740 0.10
H 0.811 1.340 2.986 0.12
H -0.030 2.422 4.120 0.12
H 2.967 2.017 4.778 0.11
H 2.690 2.595 3.097 0.11
H 0.996 3.984 5.188 0.10
H 2.759 4.375 5.162 0.11
H 2.192 5.921 3.522 0.10
H 2.012 4.559 2.357 0.11
H -0.478 4.589 2.712 0.06
H -0.327 5.647 4.182 0.07
H 0.044 6.277 2.519 0.07
H -1.418 0.612 3.130 0.12
H -4.010 -1.042 3.524 0.06
H -3.257 -0.735 5.780 0.01
C 6.134 -2.380 -1.850 0.00
C 4.867 -2.867 -1.195 -0.54
O 4.403 -3.975 -1.419 0.02
N 4.239 -2.025 -0.331 0.00
C 4.633 -0.684 0.056 -0.07
H 6.520 -3.154 -2.509 0.08
H 5.931 -1.488 -2.444 0.09
H 6.889 -2.161 -1.093 0.09
H 3.398 -2.414 0.069 0.07
H 4.781 -0.661 1.140 0.08
H 3.830 0.010 -0.206 0.07
H 5.548 -0.371 -0.435 0.08
C 4.316 -5.801 -3.795 -0.02
C 4.876 -6.195 -5.136 -0.55
O 4.647 -5.554 -6.152 0.02
N 5.661 -7.306 -5.191 0.00
C 6.041 -8.185 -4.103 -0.08
H 3.714 -4.903 -3.901 0.08
H 3.681 -6.599 -3.404 0.09
H 5.124 -5.593 -3.095 0.07
H 6.003 -7.512 -6.116 0.14
H 7.130 -8.195 -4.023 0.08
H 5.694 -9.195 -4.330 0.08
H 5.616 -7.866 -3.156 0.07
C 3.602 4.099 -2.796 -0.01
C 2.823 2.943 -2.227 -0.55
O 2.923 2.602 -1.054 0.00
N 1.989 2.271 -3.063 0.01
C 1.736 2.521 -4.469 -0.07
H 4.222 4.535 -2.017 0.08
H 4.251 3.755 -3.603 0.09
H 2.920 4.866 -3.167 0.09
H 1.500 1.511 -2.616 0.11
H 0.672 2.729 -4.603 0.08
H 1.994 1.625 -5.037 0.09
H 2.314 3.360 -4.844 0.08
```

Properties
- charge = +1
- largest force on an atom (eV Å⁻¹) = 5.643
- HOMO-LUMO gap (eV) = 6.9

---

> Look up the largest force on an atom of the first one.

1.843 eV Å⁻¹